Entry 1:
The following is a quantum chemistry calculation of a cluster of 2 separate species, C6H13N2O in total, from the Open Molecules 2025 dataset.

Calculated values
2S+1: 3
Total charge: +1
ΔE to the lowest compared entry with this formula, charge and spin: 93.5 kcal per mole
E_LUMO (alpha / beta): -4.246 / -6.439 eV

The geometry in XYZ format:
```
22
Properties=species:S:1:pos:R:3:mulliken_charge:R:1
H 1.18585 1.65636 -1.21630 0.553
C 1.24086 1.49850 -0.22120 -1.764
C 1.07926 -0.27332 1.69073 -1.894
N -1.28350 -0.90789 -0.62100 -0.082
H 0.75136 2.21152 0.42996 0.486
H -0.97019 -1.78579 -1.17632 0.367
O -2.04360 2.39514 0.30886 -0.250
C -0.57156 -0.04718 -0.01974 -0.055
C -2.76323 -0.67552 -0.66440 -0.871
C 1.69901 -0.90752 -0.75644 -1.861
H -3.14552 0.36901 -0.63018 0.352
H 2.51731 -0.41810 -1.06838 0.442
H 0.76630 -1.26152 1.83638 0.562
H 2.35635 1.78414 0.10159 0.367
N -1.29412 1.78780 0.88978 0.161
H 1.15255 -1.18329 -1.69241 0.425
H -3.27214 -1.30563 0.05892 0.317
C 0.92848 0.01111 0.19205 1.921
H 1.96631 -1.71429 -0.25679 0.533
H 2.08396 -0.49154 2.00609 0.463
H -2.99120 -1.04304 -1.58055 0.386
H 0.60744 0.30107 2.38935 0.441
```

Entry 2:
The following is a quantum chemistry calculation of a cluster of 2 separate species, C4H8 in total, from the Open Molecules 2025 dataset.

Calculated values
Total charge: 0
ΔE to the lowest compared entry with this formula, charge and spin: 70.8 kcal per mole
SMILES string: C=C.C=C
E_LUMO: 1.244 eV

The geometry in XYZ format:
```
12
Properties=species:S:1:pos:R:3:mulliken_charge:R:1
H 1.02909 3.22298 -0.03856 0.210
C 0.35635 1.17704 -0.68066 -0.198
H -0.35700 -2.04867 -0.81420 0.186
H -1.27388 -1.23507 2.14401 0.210
C 0.98066 2.39633 -0.85192 -0.460
H 0.57174 0.61590 0.20388 0.062
H -1.61009 -2.85652 0.30940 0.252
H 1.25129 2.79060 -1.89451 0.204
H 0.43190 -1.02003 1.55953 0.366
H -0.06642 0.60085 -1.61667 0.163
C -0.83291 -2.13472 0.25681 -0.391
C -0.48074 -1.50869 1.42288 -0.604
```

Entry 3:
The following is a quantum chemistry calculation of an isolated molecule of C2H5Br2OP, from the Open Molecules 2025 dataset.

Calculated values
Total charge: 0
ΔE to the lowest compared entry with this formula, charge and spin: 22.7 kcal per mole
SMILES string: CCP(=O)(Br)Br
E_LUMO: -0.060 eV

The geometry in XYZ format:
```
11
Properties=species:S:1:pos:R:3:mulliken_charge:R:1
H -2.24330 0.13090 -0.63761 0.325
H -0.64145 -1.37821 0.34720 0.272
Br 2.72962 -1.37950 -0.46779 -0.201
P 1.25897 0.03443 0.45409 0.751
Br 1.74625 1.93075 -0.28053 -0.103
O 1.26334 -0.09847 2.13532 -0.606
H -1.52694 0.41986 0.92135 0.304
H -0.02593 -1.05338 -1.34098 0.406
C -1.29119 0.46974 -0.21496 -1.109
C -0.20295 -0.58764 -0.32048 -0.360
H -1.06643 1.51151 -0.59560 0.321
```

Entry 4:
The following is a quantum chemistry calculation of a structure of composition C17H25BF5N2O19Tl, from the Open Molecules 2025 dataset.

Calculated values
2S+1: 2
Total charge: +1
E_LUMO (alpha / beta): -3.376 / -8.460 eV

The geometry in XYZ format:
```
70
Properties=species:S:1:pos:R:3:mulliken_charge:R:1
O -11.21421 15.35737 -16.33415 -0.251
O -15.55223 14.17011 -20.35314 -0.539
H -14.09970 18.39033 -16.48691 -0.368
F -16.21464 21.62997 -13.93268 -0.274
O -14.60889 17.77610 -12.39467 -0.434
H -13.79884 10.44084 -12.69960 0.302
C -10.43775 15.66335 -15.34335 0.647
Tl -12.80975 15.32905 -12.04128 1.249
H -13.05217 17.54222 -18.42314 -0.076
H -14.89832 15.45452 -18.22274 -0.045
O -19.79236 15.77641 -14.17382 -0.305
O -12.95505 19.54625 -19.28120 -0.394
H -15.26935 14.07098 -17.25232 0.011
O -12.05560 18.29727 -12.70232 -0.463
C -18.47083 15.48252 -13.76140 0.418
O -11.57088 20.56201 -12.96171 -0.390
H -17.62353 19.89250 -14.20350 0.279
C -17.72731 15.54128 -15.11926 0.417
H -13.52113 14.90807 -14.95682 0.045
H -17.55189 16.60574 -15.27499 -0.121
F -14.73172 18.02184 -19.34056 -0.283
H -14.80494 20.68413 -14.82190 0.130
H -9.79773 20.71928 -15.51019 0.318
O -21.02045 15.25918 -16.06250 -0.555
C -14.75102 10.73386 -13.14189 -0.831
F -8.90895 20.83951 -13.78370 -0.308
F -10.62549 17.87218 -17.33816 -0.160
H -11.96526 21.55078 -14.66160 0.067
O -10.61719 15.57196 -14.12367 -0.544
H -11.04170 15.61688 -18.38318 0.347
O -9.51815 16.57558 -15.83326 -0.317
C -16.64522 19.51010 -14.49466 -0.556
H -14.20980 16.23146 -15.91827 -0.562
H -16.69610 19.43196 -15.58067 0.314
H -16.77303 15.03264 -15.25617 -0.125
H -10.96985 22.46958 -13.57934 0.331
H -15.37015 10.00204 -13.66075 0.315
C -10.45038 15.56797 -17.46883 -0.721
H -14.98428 19.67685 -17.33393 0.216
O -14.70120 12.59173 -19.07024 -0.535
C -14.04734 19.12130 -17.29378 0.196
O -11.89902 21.48312 -18.36891 -0.521
H -8.88315 17.11730 -17.77893 0.394
C -9.76448 16.88348 -17.18171 0.275
H -18.36928 14.55001 -13.20625 0.246
C -19.92320 15.37544 -15.47738 0.558
N -14.47196 11.98749 -13.96656 0.810
H -15.37870 11.06861 -12.31601 0.332
O -18.74038 14.99609 -15.95714 -0.320
H -14.77338 15.93881 -14.27455 -0.154
C -15.61500 14.64035 -18.11512 -0.160
B -13.91693 15.91151 -14.93029 1.018
O -16.18637 18.38294 -13.92614 0.070
C -15.58409 20.58951 -14.06554 0.460
O -14.37680 13.04083 -13.38287 -0.419
O -14.39775 11.82414 -15.20185 -0.475
O -15.15854 19.91763 -12.82030 -0.350
O -13.07878 20.10546 -17.13814 -0.285
O -10.48036 19.23274 -14.16805 -0.250
C -11.42161 19.23362 -13.18949 0.514
N -15.22702 13.69679 -19.26111 0.892
C -13.64808 18.43176 -18.62738 0.788
C -15.20866 18.59654 -13.06605 0.467
F -18.22860 16.50021 -12.90134 -0.237
H -13.16179 16.60059 -14.58509 -0.492
C -10.06687 20.60238 -14.46042 0.267
H -16.64596 14.94963 -18.28713 0.327
C -11.16739 21.45495 -13.92517 -0.168
C -12.54652 20.47338 -18.27070 0.619
H -9.76761 14.74317 -17.67286 0.347
```

Entry 5:
The following is a quantum chemistry calculation of a cluster of 2 separate species, C3H3BrO in total, from the Open Molecules 2025 dataset.

Calculated values
Total charge: 0
ΔE to the lowest compared entry with this formula, charge and spin: 52.5 kcal per mole
E_LUMO (alpha / beta): -2.529 / -2.579 eV

The geometry in XYZ format:
```
8
Properties=species:S:1:pos:R:3:mulliken_charge:R:1
H 1.05296 -0.35876 1.57021 0.204
O 0.70926 2.19219 -0.39921 -0.149
C 0.14539 -0.20974 -0.32775 -0.159
H 0.42798 -1.98852 0.64468 0.319
H -0.36654 -0.54271 -1.12093 0.524
Br -2.90448 0.78752 -0.74180 -0.661
C 0.37440 1.09240 -0.31105 0.544
C 0.56103 -0.97238 0.68587 -0.620
```

Entry 6:
The following is a quantum chemistry calculation of an isolated molecule of C2H5NO, from the Open Molecules 2025 dataset.

Calculated values
Total charge: 0
ΔE to the lowest compared entry with this formula, charge and spin: 68.8 kcal per mole
SMILES string: C=NOC
E_LUMO: 1.240 eV

The geometry in XYZ format:
```
9
Properties=species:S:1:pos:R:3:mulliken_charge:R:1
H -1.88257 -1.14888 0.11174 0.292
C 1.68539 0.11787 0.04730 -0.438
C -1.75704 -0.06701 0.03200 -0.313
O 0.38839 -0.47303 -0.06902 -0.114
H 2.08006 -0.15256 1.02478 0.221
N -0.59609 0.46872 -0.03235 -0.386
H -2.63571 0.58985 0.02402 0.269
H 1.60286 1.21443 -0.10959 0.274
H 2.33072 -0.30475 -0.74813 0.194
```